Entry 1:
A cluster of 2 separate species, H6N2 in total. Source: the Open Molecules 2025 dataset; level of theory: ωB97M-V with the def2-TZVPD basis set.

Computed properties:
**Highest occupied orbital energy**: -9.89 eV
**SMILES string**: N.N
**HOMO-LUMO gap**: 10.924 eV

Last column: Mulliken charge in e.
Cartesian coordinates (Å):
N -11.865 -1.661 3.173  -0.672
H -11.797 -2.621 2.822  0.224
H -11.895 -1.720 4.196  0.221
H -10.989 -1.190 2.927  0.232
N -15.923 -1.756 1.331  -0.686
H -15.170 -1.966 1.994  0.248
H -16.058 -0.740 1.344  0.218
H -15.575 -1.998 0.398  0.215


Entry 2:
The molecule H6N2P2 at a distorted geometry. Source: the Open Molecules 2025 dataset; level of theory: ωB97M-V with the def2-TZVPD basis set.

Computed properties:
**Highest occupied orbital energy**: -8.54 eV
**SMILES string**: N=[PH2][PH2]=N
**HOMO-LUMO gap**: 8.987 eV

Last column: Mulliken charge in e.
Cartesian coordinates (Å):
N 0.395 -1.294 0.602  -0.621
N -0.485 -0.609 -1.798  -0.639
P 0.256 0.200 0.997  0.203
P -0.259 0.699 -1.005  0.182
H 0.748 -2.050 1.240  0.211
H -0.566 -1.469 -1.189  0.326
H 1.262 1.047 1.525  0.073
H -0.641 0.291 2.049  0.065
H 0.804 1.626 -1.406  0.104
H -1.514 1.559 -1.015  0.096


Entry 3:
A cluster of 2 separate species, H6N2Si in total at a distorted geometry. Source: the Open Molecules 2025 dataset; level of theory: ωB97M-V with the def2-TZVPD basis set.

Computed properties:
**Highest occupied orbital energy**: -9.62 eV
**SMILES string**: N=[SiH2].N
**HOMO-LUMO gap**: 9.621 eV

Last column: Mulliken charge in e.
Cartesian coordinates (Å):
N -1.788 -0.336 0.258  -0.673
N 0.905 1.193 -0.184  -0.543
Si 1.608 -0.265 0.046  0.395
H -1.305 0.411 0.724  0.233
H -1.772 0.011 -0.598  0.214
H -2.806 -0.436 0.660  0.222
H 1.189 -1.407 -0.939  -0.029
H 1.248 2.118 0.260  0.229
H 2.521 -0.864 1.194  -0.048


Entry 4:
A cluster of 2 separate species, H6N2Si in total at a distorted geometry. Source: the Open Molecules 2025 dataset; level of theory: ωB97M-V with the def2-TZVPD basis set.

Computed properties:
**Highest occupied orbital energy**: -9.71 eV
**SMILES string**: N=[SiH2].N
**HOMO-LUMO gap**: 9.892 eV

Last column: Mulliken charge in e.
Cartesian coordinates (Å):
N 1.040 -1.830 1.224  -0.702
N -0.140 0.779 -0.100  -0.450
Si -1.313 1.151 -1.162  0.317
H 1.535 -0.987 0.973  0.271
H 1.204 -2.195 2.272  0.229
H 1.368 -2.566 0.691  0.199
H -0.904 2.243 -2.101  -0.070
H -0.156 -0.050 0.516  0.280
H -2.651 0.678 -1.613  -0.073


Entry 5:
A cluster of 2 separate species, H6N3O2P in total at a distorted geometry. Source: the Open Molecules 2025 dataset; level of theory: ωB97M-V with the def2-TZVPD basis set.

Computed properties:
**Highest occupied orbital energy**: -8.81 eV
**SMILES string**: N[P@H](=O)O.[H]/N=N\[H]
**HOMO-LUMO gap**: 9.327 eV

Last column: Mulliken charge in e.
Cartesian coordinates (Å):
N -1.871 -0.566 -0.639  0.031
N 0.621 1.332 0.496  -0.596
N -2.841 -0.083 -0.101  -0.434
O 2.533 0.128 -0.675  -0.494
O 0.755 -1.246 0.505  -0.635
P 0.997 -0.050 -0.318  0.675
H 0.290 0.062 -1.564  0.123
H -1.794 -1.590 -0.674  0.192
H 0.277 1.008 1.376  0.293
H 1.448 1.884 0.775  0.297
H -3.303 -0.512 0.764  0.219
H 2.887 -0.367 0.055  0.329


Entry 6:
A cluster of 2 separate species, H6N4S2 in total at a distorted geometry. Source: the Open Molecules 2025 dataset; level of theory: ωB97M-V with the def2-TZVPD basis set.

Computed properties:
**Multiplicity**: 3
**Highest occupied orbital energy (spin up / spin down)**: -7.21 / -9.36 eV
**HOMO-LUMO gap (spin up / spin down)**: 7.864 / 7.061 eV

Last column: Mulliken charge in e.
Cartesian coordinates (Å):
N -1.457 -1.226 0.234  -0.358
N -0.433 -1.800 0.978  -0.469
N 1.123 0.288 -0.041  -0.153
N 1.090 1.360 -0.419  0.188
S 2.346 2.823 -0.370  -0.143
S -0.133 1.987 -1.868  -0.172
H -2.361 -1.443 0.602  0.194
H -1.452 -1.536 -0.751  0.216
H -0.673 -2.625 1.484  0.217
H -0.225 -1.098 1.663  0.225
H 3.218 2.263 0.295  0.117
H -1.044 1.007 -1.805  0.139


Entry 7:
A cluster of 2 separate species, H6NO in total at a distorted geometry. Source: the Open Molecules 2025 dataset; level of theory: ωB97M-V with the def2-TZVPD basis set.

Computed properties:
**Highest occupied orbital energy**: -16.92 eV
**HOMO-LUMO gap**: 12.751 eV
**Total charge**: +1

Last column: Mulliken charge in e.
Cartesian coordinates (Å):
O 2.007 -1.162 1.576  -0.744
H 2.607 -1.619 0.945  0.363
H 1.825 -1.832 2.275  0.361
N 0.000 0.000 0.000  -0.489
H 0.723 -0.296 0.683  0.314
H 0.404 -0.004 -0.956  0.394
H -0.326 0.957 0.234  0.410
H -0.803 -0.657 0.039  0.390


Entry 8:
A cluster of 2 separate species, H6NP3 in total at a distorted geometry. Source: the Open Molecules 2025 dataset; level of theory: ωB97M-V with the def2-TZVPD basis set.

Computed properties:
**Highest occupied orbital energy**: -8.72 eV
**HOMO-LUMO gap**: 8.197 eV

Last column: Mulliken charge in e.
Cartesian coordinates (Å):
N -0.580 -1.793 -0.347  -0.556
P 1.251 0.927 0.025  -0.133
P -2.285 0.826 0.618  -0.068
P -0.608 -0.237 -0.325  0.146
H -0.127 -2.043 1.395  0.173
H 1.190 0.596 1.381  0.075
H 2.018 -0.196 -0.275  0.118
H -1.569 2.020 0.715  0.054
H -1.854 0.379 1.869  0.074
H -0.849 0.113 -1.653  0.118


Entry 9:
A structure of composition H6NPSi at a distorted geometry. Source: the Open Molecules 2025 dataset; level of theory: ωB97M-V with the def2-TZVPD basis set.

Computed properties:
**Highest occupied orbital energy**: -8.73 eV
**HOMO-LUMO gap**: 9.444 eV

Last column: Mulliken charge in e.
Cartesian coordinates (Å):
N 1.027 -0.275 1.141  -0.629
Si -0.716 0.816 -0.833  0.265
P -0.487 -1.033 0.468  -0.046
H 1.536 -1.108 1.393  0.282
H 0.555 0.015 1.973  0.267
H -0.711 0.191 -2.496  -0.052
H -1.810 1.769 -0.571  -0.087
H 0.562 1.353 -0.531  -0.048
H 0.044 -1.729 -0.545  0.048


Entry 10:
A cluster of 3 separate species, H6O2S in total at a distorted geometry. Source: the Open Molecules 2025 dataset; level of theory: ωB97M-V with the def2-TZVPD basis set.

Computed properties:
**Highest occupied orbital energy**: -9.85 eV
**SMILES string**: O.O.S
**HOMO-LUMO gap**: 10.445 eV

Last column: Mulliken charge in e.
Cartesian coordinates (Å):
S 3.049 0.371 -0.287  -0.295
H 1.715 0.624 -0.204  0.162
H 2.868 -0.857 -0.840  0.133
H -1.986 2.800 -0.047  0.313
H -3.293 2.345 0.356  0.315
O -2.720 2.287 -0.406  -0.628
H 0.470 -2.410 1.183  0.314
H 0.101 -2.776 -0.292  0.315
O -0.203 -2.384 0.536  -0.628


Entry 11:
A cluster of 3 separate species, H6O2S2 in total. Source: the Open Molecules 2025 dataset; level of theory: ωB97M-V with the def2-TZVPD basis set.

Computed properties:
**Highest occupied orbital energy**: -9.13 eV
**SMILES string**: SS.O.O
**HOMO-LUMO gap**: 9.131 eV

Last column: Mulliken charge in e.
Cartesian coordinates (Å):
S 1.652 2.201 -0.484  -0.230
S 1.118 1.265 1.329  -0.136
H 0.427 2.703 -0.697  0.187
H 2.319 1.496 1.843  0.156
H -1.527 -0.745 1.211  0.306
H -2.162 -1.989 0.533  0.310
O -1.965 -1.580 1.375  -0.625
H 0.520 -0.590 -1.350  0.311
H -0.122 -1.610 -2.299  0.301
O -0.260 -1.152 -1.462  -0.579


Entry 12:
A structure of composition H6O3 at a distorted geometry. Source: the Open Molecules 2025 dataset; level of theory: ωB97M-V with the def2-TZVPD basis set.

Computed properties:
**Highest occupied orbital energy**: -9.11 eV
**HOMO-LUMO gap**: 9.137 eV

Last column: Mulliken charge in e.
Cartesian coordinates (Å):
O -1.453 0.437 0.277  -0.575
H -2.097 -0.226 0.027  0.349
H -1.882 1.271 0.089  0.337
O 1.883 -0.417 0.862  -0.735
H 1.257 -0.682 0.188  0.420
H 2.528 0.114 0.395  0.263
O 0.297 -0.209 -0.515  -0.741
H -0.380 0.272 -0.040  0.426
H -0.152 -0.559 -1.284  0.257